[1]
Density functional theory data (ωB97M-V/def2-TZVPD) for C27H43F3MgO15S as an isolated structure.

The geometry in XYZ format:
```
90
Properties=species:S:1:pos:R:3:forces:R:3
Mg -1.0859 -2.4541 0.2788 1.28 -1.68 0.26
C 2.1960 -4.5640 1.1072 0.33 -1.07 0.62
C 0.7489 -4.7739 1.6077 0.29 0.49 -1.17
O -0.1738 -4.1545 0.7962 -0.89 0.76 -0.57
H 2.6221 -3.5689 0.9871 -0.39 0.19 0.07
H 2.2914 -5.1433 0.1832 -0.10 0.41 -0.29
H 2.8409 -5.1475 1.7815 0.16 0.34 0.13
H 0.5991 -4.5051 2.6606 0.32 0.02 0.22
H 0.7135 -5.8718 1.5236 -0.64 -0.14 0.36
C 2.7238 -0.1370 0.5598 -1.08 0.41 -0.57
F 3.1614 -0.6283 -0.5987 0.22 -0.34 -0.18
F 3.0241 -0.9661 1.5408 0.27 -0.23 0.28
F 3.3435 1.0273 0.7522 0.17 0.22 0.30
S 0.8819 0.1348 0.4773 0.11 0.71 -0.59
O 0.5689 0.6200 1.8008 -0.08 -0.13 0.04
O 0.6844 1.0956 -0.6036 0.14 -0.77 0.64
O 0.3968 -1.2142 0.1774 1.02 0.82 -0.09
C 0.3690 0.2541 -4.7984 -0.49 1.15 -0.15
C 0.7975 1.5189 -4.0522 0.29 0.37 0.56
C -0.2317 2.5398 -4.5647 1.08 -0.87 -0.45
O -0.5324 2.1069 -5.8913 -0.22 0.47 -0.96
C -0.0051 0.8346 -6.1979 -0.43 -1.52 1.88
H -0.5746 -0.0116 -4.3145 0.16 -0.72 -0.08
H 1.1079 -0.5421 -4.8226 -0.12 -0.13 0.12
H 1.8499 1.7426 -4.2400 -0.13 0.36 -0.34
H 0.7052 1.4786 -2.9648 0.07 -0.43 -0.03
H 0.1037 3.5702 -4.6551 0.06 0.04 0.35
H -1.1020 2.4636 -3.9050 -0.27 0.22 -0.28
H 0.8497 0.7310 -6.8685 0.06 0.92 -0.20
H -0.8150 0.2167 -6.5888 -0.01 0.11 -0.39
O -4.1852 5.7424 1.3119 0.06 -0.02 -0.11
C -3.2661 4.9748 1.2909 -0.98 -0.31 0.59
O -1.9954 5.3861 1.1913 -0.07 0.15 -0.12
C -1.0964 4.2901 1.1268 1.11 -0.21 0.52
C -1.8523 3.0199 1.4496 -0.84 -0.82 -0.34
C -3.3441 3.4487 1.4114 1.47 -0.21 -0.48
H -0.3152 4.4514 1.8754 0.05 0.21 -0.27
H -0.6428 4.2601 0.1334 -0.04 0.06 0.09
H -1.6225 2.5321 2.3960 0.26 0.46 0.16
H -1.5962 2.2555 0.7145 -0.20 0.02 -0.06
H -3.8534 3.0757 2.2928 -0.39 0.41 -0.03
H -3.8094 3.0461 0.5145 -0.36 0.13 0.05
O 1.1601 1.0373 5.3164 0.25 -0.15 0.05
C 2.0463 1.6860 4.8313 0.05 -0.08 0.27
O 3.3355 1.5703 5.2358 -0.47 -0.12 -0.20
C 4.1629 2.5434 4.5226 -0.67 -1.06 1.40
C 3.1524 3.5638 4.0815 0.45 1.78 -1.92
C 1.8897 2.7770 3.7809 0.87 -1.33 1.36
H 4.6760 1.9555 3.7600 0.08 0.52 -0.22
H 4.8343 2.9082 5.2986 0.30 0.09 -0.41
H 3.5259 4.0645 3.1780 -0.09 -0.07 0.04
H 3.0501 4.3917 4.7830 -0.26 -0.37 0.39
H 1.9809 2.2413 2.8348 -0.44 0.35 -0.20
H 0.9009 3.1598 4.0043 0.06 0.61 -0.59
O -0.7037 -2.9378 -1.8390 -0.45 -0.07 1.12
C 0.1608 -3.4035 -2.5216 0.89 0.88 -1.55
O -0.1813 -4.1308 -3.6054 -0.33 -0.34 0.68
C 0.8595 -4.1746 -4.5608 0.26 0.31 -1.13
C 2.1537 -3.7465 -3.8680 -0.15 0.27 -0.54
C 1.6753 -3.1622 -2.5444 0.40 -0.77 0.91
H 0.5705 -3.4744 -5.3541 0.11 0.07 0.12
H 0.9268 -5.1372 -5.0678 -0.21 -0.22 0.52
H 2.6113 -2.9600 -4.4676 0.18 -0.10 0.02
H 2.8534 -4.5778 -3.8321 0.00 0.04 0.44
H 2.0636 -2.1578 -2.3832 -0.89 0.34 -0.10
H 2.0868 -3.6687 -1.6653 -0.16 -0.30 -0.07
O -1.5120 -1.7526 2.0732 -0.54 0.03 0.19
C -1.3199 -1.3311 3.1854 -0.05 -0.53 0.20
O -2.2368 -0.5439 3.7723 0.16 0.18 0.07
C -1.6892 -0.0640 5.0251 0.94 -1.18 0.87
C -0.7335 -1.1962 5.4218 0.00 0.11 0.60
C -0.1571 -1.6170 4.1019 0.63 0.89 -0.17
H -2.3669 -0.0032 5.8741 -0.89 0.39 -0.76
H -1.1574 0.8656 4.8555 -0.06 0.08 -0.05
H -1.3035 -2.0328 5.8364 -0.14 0.14 0.09
H -0.0302 -0.8527 6.1757 0.17 -0.08 -0.17
H 0.3248 -2.5889 4.0508 -0.60 -0.28 -0.28
H 0.6371 -0.9170 3.8160 -0.15 0.13 -0.11
O -2.2510 -0.8987 -0.3403 -0.22 -0.09 -0.43
C -2.6788 -0.5641 -1.4288 -0.23 1.14 0.78
O -3.0743 -1.4374 -2.3189 -0.24 -0.44 -0.40
C -3.4074 -0.7749 -3.5884 0.55 -0.38 0.83
C -3.7774 0.6002 -3.1032 -0.50 1.80 -1.91
C -2.9101 0.8857 -1.9083 -0.37 -1.34 0.36
H -4.2126 -1.3277 -4.0612 0.04 -0.05 0.06
H -2.4773 -0.8781 -4.1494 -0.28 0.37 -0.37
H -4.8534 0.6712 -2.9303 0.10 -0.38 0.65
H -3.6654 1.4059 -3.8401 0.33 -0.41 -0.29
H -3.4675 1.4876 -1.1975 0.31 -0.14 0.45
H -1.9522 1.3613 -2.1165 0.05 -0.07 -0.08
```
Positions in Å, forces in eV/Å.

Values from the calculation:
electronic energy = -83845.08072 eV
gap between HOMO and LUMO = 7.920 eV

Löwdin atomic charge list, values in e, 8 entries:
1. Mg 0.720
2. C -0.102
3. C -0.433
4. O -0.343
5. H 0.048
6. H 0.056
7. H 0.064
8. H 0.082

[2]
Density functional theory data (ωB97M-V/def2-TZVPD) for a 2-piece molecular cluster, C2H8N3 overall.

The geometry in XYZ format:
```
13
Properties=species:S:1:pos:R:3:forces:R:3
C 2.0150 -0.2739 -0.2892 1.52 0.65 -1.95
C -0.1936 0.7869 0.4303 -0.21 0.71 2.82
N -3.2120 0.1841 -0.1069 -1.42 2.32 0.81
N -2.2505 -0.3862 -0.3054 1.36 -1.47 -0.18
N 0.5718 -0.4089 0.0266 -1.60 -1.03 2.82
H 2.5631 0.3156 0.4618 -0.71 0.13 -0.28
H 2.4744 -1.2640 -0.2177 -0.24 0.06 -0.45
H 2.1890 0.1879 -1.3810 -0.61 -1.06 2.63
H -0.3380 1.2480 1.5082 0.62 -1.92 -2.07
H 0.0010 1.5140 -0.2686 0.04 1.74 -1.65
H -4.1958 -0.0682 0.1171 0.20 -0.77 -0.45
H 0.3954 -1.1658 0.7878 0.57 1.37 -1.72
H -0.0198 -0.6695 -0.7629 0.47 -0.73 -0.35
```
Positions in Å, forces in eV/Å.

Values from the calculation:
electronic energy = -6662.47679 eV
total charge = +1
gap between HOMO and LUMO (alpha / beta) = 10.087 / 7.373 eV

Löwdin atomic charge list, values in e, 8 entries:
1. C -0.024
2. C 0.004
3. N 0.050
4. N 0.060
5. N -0.100
6. H 0.105
7. H 0.096
8. H 0.161

[3]
Density functional theory data (ωB97M-V/def2-TZVPD) for H5NO2P2 as an isolated structure.

The geometry in XYZ format:
```
10
Properties=species:S:1:pos:R:3:forces:R:3
N -1.4895 -0.5570 -0.0685 1.21 2.70 1.06
O -0.2749 2.0740 -0.9500 0.06 0.06 -0.62
O 1.0556 0.5554 0.6746 -2.29 1.06 -0.58
P 1.2217 -0.8414 -0.2644 1.82 -1.52 2.43
P -0.4098 1.4354 0.4859 0.12 -3.83 0.49
H -1.3930 -0.9755 0.8601 -0.02 -0.11 -0.05
H -2.4971 -0.3824 -0.1281 0.23 0.32 -0.10
H 0.1135 1.4778 -1.6051 -0.03 -0.02 -0.27
H 0.9955 -1.8501 0.9208 0.06 1.23 -1.85
H 2.6781 -0.9361 0.0748 -1.15 0.11 -0.50
```
Positions in Å, forces in eV/Å.

Values from the calculation:
electronic energy = -24242.87150 eV
gap between HOMO and LUMO = 9.306 eV

Löwdin atomic charge list, values in e, 8 entries:
1. N -0.216
2. O -0.327
3. O -0.826
4. P 0.695
5. P 0.873
6. H -0.063
7. H -0.037
8. H 0.044

[4]
Density functional theory data (ωB97M-V/def2-TZVPD) for a 9-piece molecular cluster, C29H30Cl10N4O8 overall.

The geometry in XYZ format:
```
81
Properties=species:S:1:pos:R:3:forces:R:3
C 14.4779 18.2003 19.7967 0.46 2.14 0.86
C 13.4395 17.5357 19.2331 -2.46 -0.46 0.38
C 13.5629 16.2156 18.8405 2.32 0.79 -0.06
C 14.8747 15.7286 18.8490 -0.27 -0.23 0.64
C 15.9700 16.3880 19.4109 -1.29 -0.90 -0.47
C 15.7400 17.6149 19.9273 1.00 2.49 0.74
N 15.1776 14.4290 18.2904 2.27 -1.02 0.34
O 14.4821 14.0695 17.3671 -0.09 -0.62 0.01
O 16.2073 13.8195 18.7096 -2.68 1.26 -1.09
H 14.2341 19.2367 20.1636 0.76 -1.18 -0.31
H 12.4095 17.9694 19.2547 1.08 -0.25 -0.15
H 12.7045 15.6856 18.5680 -0.84 -1.03 -0.66
H 16.8912 15.8618 19.4450 0.69 -0.07 -0.01
H 16.5902 18.2065 20.3695 -1.10 -0.73 -0.40
C 9.1292 12.5629 17.9148 0.06 -0.83 -0.26
C 8.2061 12.8066 16.9019 -0.50 -0.32 0.84
C 7.1574 11.9066 16.8198 -0.17 0.06 -1.05
C 7.1285 10.7426 17.5723 -0.71 1.32 -1.51
C 8.0715 10.4539 18.4943 0.04 0.58 0.67
C 9.0264 11.4189 18.7242 0.41 0.24 -0.56
N 6.0753 9.7752 17.3214 -0.75 0.72 -1.28
O 6.1597 8.7750 17.9703 -0.61 -1.43 0.46
O 5.2139 10.0176 16.4694 0.85 -0.22 0.95
H 10.0088 13.1592 17.9485 0.48 0.63 0.47
H 8.2087 13.6783 16.2403 0.32 -0.37 0.36
H 6.4260 12.0674 16.0463 -0.36 -0.16 0.06
H 7.9612 9.5488 19.0384 0.35 -0.51 0.49
H 9.7322 11.1837 19.4881 0.65 0.27 0.32
C 17.4856 10.4342 20.4737 -0.51 -0.90 1.50
C 17.5870 11.4711 19.6056 1.08 1.46 -0.60
C 17.7082 11.2201 18.2413 -0.52 0.27 -0.66
C 17.5513 9.8996 17.8451 0.51 -0.14 0.44
C 17.4712 8.8297 18.7221 0.02 1.34 1.39
C 17.4355 9.1094 20.0792 -1.01 -1.11 0.29
N 17.4970 9.5461 16.4485 0.15 0.09 -1.20
O 17.2365 10.4168 15.6283 0.05 -0.27 0.42
O 17.7065 8.3776 16.1597 -0.09 0.29 -0.13
H 17.3720 10.6372 21.5259 0.08 0.16 0.22
H 17.6736 12.4851 20.0261 -0.14 -0.57 -0.54
H 17.8531 12.0037 17.4706 -0.26 -0.56 0.74
H 17.4221 7.8383 18.4116 -0.21 -1.34 -0.81
H 17.1496 8.2908 20.8144 0.87 1.16 -0.98
C 15.8209 12.5960 11.4470 -0.18 1.55 -0.58
C 16.4742 13.7237 10.8848 1.03 -2.00 0.58
C 15.8571 14.9230 10.6858 -1.70 0.17 0.20
C 14.4771 14.9080 10.9719 0.19 0.86 0.95
C 13.7973 13.8790 11.6309 0.76 0.28 -1.59
C 14.4813 12.6984 11.7788 0.57 -1.69 0.62
N 13.8006 16.2144 10.8094 -0.14 0.79 0.54
O 12.6262 16.3326 11.0170 -1.83 -1.36 0.34
O 14.4479 17.1984 10.5579 1.80 0.39 -0.65
H 16.3574 11.6867 11.6516 0.17 -0.15 -0.16
H 17.5113 13.5363 10.6483 0.23 0.51 -0.03
H 16.3019 15.8836 10.4057 0.00 -0.73 -0.22
H 12.7695 13.8852 11.8774 -0.86 0.59 0.14
H 14.0121 11.7756 12.1586 -0.03 0.79 0.03
C 16.0299 6.6857 14.1115 -0.18 -0.62 -0.78
Cl 17.2730 5.4293 14.2873 0.04 0.28 -0.02
Cl 16.1247 7.5242 12.5189 -0.20 -0.47 0.41
H 15.0856 6.1406 14.2351 0.20 0.62 -0.30
H 16.1894 7.4662 14.8182 0.11 0.19 0.63
C 10.3809 7.3647 16.8491 0.38 -0.68 0.08
Cl 9.1261 6.1215 16.8395 0.05 -0.07 -0.18
Cl 10.7619 7.8551 18.4829 0.23 0.14 0.57
H 11.2921 7.0012 16.3704 -0.29 -0.08 0.13
H 10.0137 8.2216 16.3504 -0.40 0.73 -0.59
C 16.2624 15.0164 14.5723 0.37 -1.47 -0.86
Cl 17.6946 13.9283 14.6526 -0.04 0.14 0.11
Cl 16.4979 16.4606 15.5008 -0.12 0.45 0.16
H 16.1496 15.1883 13.4902 -0.20 0.37 0.66
H 15.4560 14.4055 14.9751 -0.10 0.42 -0.02
C 13.6624 10.9544 16.6164 0.29 1.62 0.28
Cl 13.2546 10.1228 15.1047 0.00 -0.11 0.33
Cl 13.8678 9.8907 18.0450 -0.46 0.28 -0.54
H 14.6547 11.4191 16.5084 -0.49 -0.24 -0.24
H 12.9163 11.8007 16.7694 0.79 -1.50 0.13
C 11.2371 16.1639 15.8770 -1.79 -0.51 -2.15
Cl 10.1421 16.2852 17.1821 -0.74 -0.04 1.49
Cl 11.3070 14.5295 15.1850 0.39 -0.26 0.26
H 10.7741 16.7256 15.0774 0.34 0.37 -0.12
H 12.1688 16.5390 16.1235 1.91 0.39 0.51
```
Positions in Å, forces in eV/Å.

Values from the calculation:
electronic energy = -178112.15417 eV
gap between HOMO and LUMO = 8.773 eV
SMILES = O=[N+]([O-])c1ccccc1.O=[N+]([O-])c1ccccc1.O=[N+]([O-])c1ccccc1.O=[N+]([O-])c1ccccc1.ClCCl.ClCCl.ClCCl.ClCCl.ClCCl

Löwdin atomic charge list, values in e, 8 entries:
1. C -0.081
2. C -0.089
3. C 0.006
4. C -0.154
5. C -0.014
6. C -0.066
7. N -0.294
8. O 0.063

Number 1: largest force on an atom 2.67 eV/A. Number 2: largest force on an atom 3.40 eV/A. Number 3: largest force on an atom 3.87 eV/A. Number 4: largest force on an atom 3.15 eV/A.